No. 1
A structure of composition C46H58N4OPS2Sn, computed with ωB97M-V/def2-TZVPD.

Structure (XYZ):
```
113
C46H58N4OPS2Sn (ωB97M-V/def2-TZVPD)
Sn -0.037 0.746 0.390
S -4.897 2.547 0.295
S 1.390 2.374 2.209
P 0.707 -2.617 -0.724
O -1.157 1.029 2.811
N -2.889 0.941 0.457
N 2.897 0.338 -0.163
N 0.642 0.461 -2.203
N -0.482 1.405 3.860
C 2.219 -3.528 -1.291
C 4.145 -2.910 2.016
C -1.717 5.586 -0.239
C -6.394 -1.210 0.148
C 3.385 -1.583 1.911
C -0.832 2.893 -0.104
C -3.157 2.195 0.366
C 1.988 0.167 -2.396
C -5.793 -3.890 -1.177
C 0.742 2.019 3.734
C -0.317 -2.997 -2.213
C 4.689 2.618 -0.688
C 4.064 0.483 0.604
C 4.322 -0.423 1.649
C 5.463 -0.260 2.421
C 4.958 1.549 0.359
C 4.673 4.016 -0.059
C 1.041 0.109 -4.417
C 2.541 -1.349 3.166
C 5.712 2.562 -1.826
C 3.019 0.164 -1.429
C 6.099 1.656 1.144
C 2.244 -0.061 -3.761
C 1.431 2.340 4.920
C -2.604 4.585 0.095
C -5.268 -3.466 0.202
C -0.396 5.261 -0.520
C -2.176 3.251 0.150
C 6.363 0.760 2.164
C -1.907 -0.249 -4.758
C -4.003 0.144 0.437
C 0.091 0.436 -3.427
C -6.211 -3.989 1.297
C -1.354 0.759 -3.739
C -6.419 0.170 0.187
C 0.066 -3.926 0.430
C -2.214 0.723 -2.488
C -1.012 1.170 5.080
C -3.898 -4.110 0.419
C -5.200 -1.941 0.274
C -1.409 2.174 -4.339
C 0.902 2.082 6.160
C 0.024 3.945 -0.445
C -5.215 0.844 0.327
C -0.362 1.495 6.243
C -4.010 -1.252 0.438
H 5.656 4.284 0.333
H 1.895 -2.210 3.357
H -7.230 -3.628 1.162
H -1.848 1.460 -1.777
H -1.982 0.697 5.052
H 3.202 -0.305 -4.198
H -6.793 -3.496 -1.363
H 4.022 -0.003 -1.845
H -1.321 -2.584 -2.094
H -5.838 -4.980 -1.239
H 6.726 2.713 -1.449
H 0.304 6.044 -0.790
H 0.150 -2.498 -3.064
H 3.439 -3.741 2.077
H -1.863 -1.259 -4.346
H 2.577 -3.049 -2.202
H -0.769 -3.523 1.005
H 0.863 -4.181 1.130
H -2.166 -0.257 -2.009
H 4.391 4.759 -0.808
H -3.638 4.828 0.317
H -3.999 -5.197 0.415
H -3.199 -3.830 -0.370
H 4.787 -3.061 1.146
H 3.001 -3.466 -0.532
H 5.500 3.343 -2.560
H 5.665 -0.953 3.229
H -6.232 -5.081 1.280
H 1.457 2.320 7.058
H 2.700 -1.646 1.065
H 7.263 0.857 2.759
H -1.062 2.896 -3.598
H 1.997 -4.580 -1.495
H 2.404 2.792 4.800
H 3.172 -1.179 4.043
H -0.259 -4.830 -0.091
H -3.483 -3.811 1.383
H 1.063 3.709 -0.658
H -2.433 2.431 -4.628
H -0.769 2.247 -5.219
H 6.800 2.462 0.957
H 1.908 -0.476 3.020
H 4.769 -2.941 2.911
H -0.373 -4.073 -2.399
H -3.257 0.946 -2.727
H 3.952 4.050 0.757
H -0.830 1.289 7.195
H -1.336 -0.232 -5.686
H -2.949 -0.016 -4.993
H -5.859 -3.665 2.278
H -2.050 6.616 -0.280
H -3.052 -1.747 0.538
H 3.704 2.442 -1.119
H 0.869 0.022 -5.479
H 5.679 1.599 -2.337
H -7.329 -1.737 0.008
H -5.132 -3.525 -1.965
H -7.348 0.717 0.089
```

LUMO energy   2.29 eV
Relative energy (zero: lowest compared OMol25 entry of this formula, charge and spin)   0.0 kcal per mole
Frontier orbital gap   6.4 eV
Net charge   -1
Highest occupied orbital energy   -0.1526 Ha

Mulliken population analysis, charges in e, atoms 1 to 2: number 1, Sn, carries 0.87; number 2, S, carries -0.55

***

No. 2
A structure of composition C46H58O4Rh, computed with ωB97M-V/def2-TZVPD.

Structure (XYZ):
```
109
C46H58O4Rh (ωB97M-V/def2-TZVPD)
Rh -0.586 0.458 0.496
O -0.696 2.456 -0.032
O 1.831 0.366 0.457
O -0.283 -1.527 0.187
O -3.151 1.036 0.068
C 2.616 2.400 -2.485
C -1.865 -2.217 5.558
C 3.553 3.784 4.548
C 2.122 -0.266 -1.907
C 3.970 3.278 -4.847
C 1.372 4.396 5.554
C 2.011 3.100 2.258
C -0.712 2.478 2.369
C -2.485 0.718 2.298
C 1.761 -1.724 -1.703
C -0.662 -1.842 -0.998
C -0.761 -4.929 -4.826
C 2.201 2.051 -1.207
C -2.974 -2.000 2.159
C 1.343 2.914 1.074
C -0.059 2.573 1.079
C -3.615 0.711 -1.226
C 4.837 0.965 -4.902
C 2.888 1.452 -3.458
C 2.039 0.699 -0.887
C -3.130 -4.196 -4.842
C -2.205 2.206 2.396
C -2.529 -0.052 3.442
C 2.123 3.293 4.792
C -2.859 -1.410 3.416
C 2.875 -0.353 1.100
C 0.320 -2.025 -2.035
C -0.051 -2.531 -3.252
C 2.608 1.504 -5.936
C 3.557 1.805 -4.772
C -2.336 -2.644 -2.566
C -4.253 -1.430 5.456
C -1.682 -3.699 -4.792
C 0.022 2.665 3.518
C -3.139 -2.110 -0.292
C -2.030 -2.126 -1.321
C 1.992 3.202 -0.243
C -3.136 -2.169 4.699
C -1.421 -2.814 -6.018
C 2.180 2.023 5.655
C -3.613 -3.602 4.437
C 2.557 0.132 -3.161
C 1.385 2.995 3.502
C -2.948 -1.297 0.965
C -1.372 -2.917 -3.532
C -2.776 0.124 1.012
H 1.925 -2.025 -0.668
H 1.928 4.660 6.450
H -1.650 -3.369 -6.924
H 4.165 3.020 4.074
H -1.059 -2.703 5.014
H 3.108 3.940 -4.819
H 3.557 4.683 3.935
H -2.355 0.440 4.386
H -3.948 -0.428 5.742
H -2.894 0.126 -1.802
H 1.692 2.082 -5.836
H -0.496 2.590 4.465
H -3.366 -2.901 -2.753
H 1.274 5.285 4.936
H 2.693 2.245 6.586
H 1.345 3.912 -0.769
H 4.493 3.450 -5.785
H -3.762 1.674 -1.711
H -3.269 -4.806 -5.731
H 0.288 -4.648 -4.866
H -2.052 -1.928 -5.986
H 2.345 0.450 -5.974
H -5.142 -1.353 4.835
H 4.014 4.032 5.500
H -1.540 -1.219 5.837
H -3.121 -3.064 2.092
H -4.070 -1.835 -0.793
H 5.503 1.167 -4.066
H 4.648 3.534 -4.035
H 0.712 -2.682 -3.999
H -3.834 -3.368 -4.893
H 3.784 -0.337 0.495
H -0.981 -5.534 -5.702
H -4.577 0.193 -1.184
H 1.184 1.658 5.889
H -0.918 -5.540 -3.939
H -2.055 -2.781 6.468
H 5.356 1.221 -5.822
H -4.512 -1.976 6.360
H 0.380 4.074 5.856
H 2.664 -0.628 -3.919
H -0.384 -2.495 -6.063
H 2.579 -1.387 1.294
H 2.724 1.233 5.141
H 2.955 3.691 -0.073
H -2.622 2.589 3.327
H -3.876 -4.074 5.382
H -2.664 2.719 1.550
H 3.064 0.141 2.055
H -3.275 -3.150 0.026
H -3.359 -4.815 -3.977
H 4.622 -0.100 -4.919
H 3.084 1.771 -6.876
H 2.389 -2.332 -2.355
H -4.500 -3.611 3.805
H -2.834 -4.204 3.974
H 2.756 3.448 -2.688
H 3.054 3.365 2.200
```

LUMO energy (alpha / beta)   -5.13 / -5.03 eV
Frontier orbital gap (alpha / beta)   4.7 / 5.0 eV
Net charge   +1
Highest occupied orbital energy (alpha / beta)   -0.3600 / -0.3670 Ha

Mulliken population analysis, charges in e, atoms 1 to 2: number 1, Rh, carries 0.07; number 2, O, carries -0.72

***

No. 3
A structure of composition C46H59N11Ti, computed with ωB97M-V/def2-TZVPD.

Structure (XYZ):
```
117
C46H59N11Ti (ωB97M-V/def2-TZVPD)
Ti -0.259 -0.276 -0.004
N -0.623 -0.083 2.153
N -0.909 -0.530 -1.923
N -1.812 4.281 -2.430
N -1.398 4.775 -0.106
N -2.093 0.380 0.135
N -2.633 0.745 1.302
N 0.092 -2.135 0.142
N -0.419 -0.423 4.455
N 1.636 0.032 0.053
N 0.432 4.686 -1.676
N -0.699 2.623 -1.021
C -1.551 -5.976 -0.243
C -3.951 -2.471 0.513
C 0.023 -0.525 3.186
C 1.364 -2.224 0.659
C 1.829 3.411 2.614
C 1.079 -4.306 -3.141
C 0.576 3.268 -1.398
C 4.525 1.811 -1.424
C 3.485 0.908 -1.265
C 4.784 2.770 -0.465
C 2.922 0.401 -3.648
C -0.519 4.864 -2.766
C 4.001 2.831 0.670
C 2.651 1.008 -0.142
C -1.771 -3.688 0.478
C -1.233 3.356 0.148
C -3.398 0.758 6.277
C 2.131 1.994 2.126
C 2.934 1.963 0.847
C -1.654 0.159 4.754
C 2.588 -4.893 -1.240
C -3.683 1.165 3.927
C -2.252 -0.253 -2.068
C -4.172 1.210 5.219
C -2.583 -2.630 1.180
C -2.240 -1.022 -4.348
C -1.888 0.489 2.341
C -2.928 -0.514 -3.282
C 1.380 -4.056 -1.661
C -2.877 0.275 -0.928
C 3.270 -0.189 -2.280
C -2.717 -2.915 2.678
C -2.258 -4.983 0.405
C -0.375 -5.654 -0.891
C -2.316 4.940 -1.228
C -0.268 -1.028 -2.987
C -2.417 0.641 3.678
C -2.135 0.233 6.050
C -0.529 -3.376 -0.100
C 0.146 -4.369 -0.842
C -0.111 5.342 -0.492
C -0.867 -1.275 -4.201
C -1.631 2.871 -2.143
C 4.487 -1.114 -2.353
C 2.144 -1.113 0.614
C 2.897 1.235 3.218
H 1.175 1.483 1.923
H -3.265 -3.837 2.853
H -3.827 -2.365 -0.565
H 0.783 -1.252 -2.845
H -3.196 -5.223 0.879
H 5.603 3.460 -0.588
H 1.296 3.148 -0.585
H 0.982 -1.012 3.029
H 4.644 -1.607 -1.395
H -0.550 3.220 0.992
H 3.060 0.195 2.942
H 1.537 4.054 1.787
H 2.388 -5.952 -1.373
H 1.637 -2.998 -1.536
H -3.247 -2.103 3.174
H -2.445 6.005 -1.431
H -4.455 -1.585 0.893
H -5.165 1.591 5.403
H 0.115 -0.826 5.212
H -3.784 0.798 7.285
H 0.151 -6.420 -1.442
H 2.352 1.274 4.159
H 2.669 -0.389 -4.352
H 1.910 -3.964 -3.754
H -2.033 -1.690 1.054
H -2.736 -1.231 -5.282
H -4.583 -3.335 0.703
H 5.160 1.746 -2.292
H -2.609 2.452 -1.894
H -3.284 4.503 -0.964
H -1.730 -3.013 3.133
H -1.923 -6.988 -0.260
H 1.714 -3.169 1.061
H 0.941 -5.367 -3.328
H -2.215 2.948 0.411
H -3.986 -0.311 -3.336
H -0.239 6.406 -0.699
H 2.422 -0.792 -1.936
H -0.646 5.931 -2.960
H 5.387 -0.561 -2.606
H -4.265 1.513 3.090
H 2.065 1.069 -3.554
H 0.173 -3.786 -3.441
H 4.335 -1.880 -3.110
H 1.015 3.385 3.336
H 3.175 -1.115 0.959
H 0.963 2.770 -2.294
H -3.930 0.528 -0.872
H 2.845 -4.724 -0.198
H 4.233 3.545 1.444
H -0.286 -1.673 -5.019
H -1.243 2.371 -3.037
H 3.871 1.698 3.368
H -1.536 -0.124 6.872
H -0.130 4.381 -3.666
H 3.759 0.963 -4.053
H 3.448 -4.629 -1.851
H 0.594 5.226 0.333
H 2.697 3.851 3.097
```

LUMO energy (alpha / beta)   -2.93 / -3.51 eV
Relative energy (zero: lowest compared OMol25 entry of this formula, charge and spin)   13.8 kcal per mole
Frontier orbital gap (alpha / beta)   6.0 / 6.4 eV
Net charge   +1
Highest occupied orbital energy (alpha / beta)   -0.3271 / -0.3641 Ha
2S+1   2

Mulliken population analysis, charges in e, atoms 1 to 2: number 1, Ti, carries -0.57; number 2, N, carries 1.38

***

No. 4
A structure of composition C46H59O10P2S3Sc, computed with ωB97M-V/def2-TZVPD.

Structure (XYZ):
```
121
C46H59O10P2S3Sc (ωB97M-V/def2-TZVPD)
Sc 0.733 1.452 1.017
S 4.761 2.934 -2.125
S 5.782 -0.749 0.521
S 2.306 -0.291 -2.528
P -0.900 -1.513 -0.546
P 1.334 -3.503 -0.048
O 1.630 3.090 1.826
O -1.827 -1.112 -1.750
O 2.434 -2.591 0.248
O 1.783 -4.903 -0.699
O 2.301 1.021 -0.191
O -1.894 -2.171 0.494
O -0.060 -0.493 0.081
O 0.460 0.541 2.721
O 2.563 4.857 2.800
O 0.419 -3.999 1.139
C 3.636 0.892 -0.451
C 4.853 -0.250 -2.518
C 4.827 4.480 -0.101
C 2.986 -6.524 -1.905
C -4.274 -1.927 0.388
C -3.088 0.671 -2.718
C 4.282 2.280 -0.603
C 1.592 4.285 2.309
C -5.815 3.193 -0.788
C 3.778 0.119 -1.761
C 3.966 0.220 2.013
C -1.690 0.139 -2.527
C 0.090 -2.879 -1.190
C 0.235 4.962 2.245
C 4.339 0.172 0.705
C 4.030 -4.265 -1.553
C 4.858 -0.482 2.872
C -4.099 6.961 -2.101
C 2.740 -5.033 -1.774
C -2.903 7.263 -2.743
C -1.854 6.353 -2.615
C -2.120 2.932 -0.169
C -3.151 -4.126 0.957
C -4.564 2.958 -0.158
C -3.221 4.829 -1.267
C -4.574 1.924 0.818
C -1.867 0.415 3.302
C -0.996 -0.194 -3.828
C 5.083 4.469 -1.438
C 3.124 -0.987 -3.862
C -6.955 2.484 -0.452
C 5.893 -1.055 2.203
C -5.719 1.228 1.149
C -1.066 2.362 0.117
C -2.001 5.181 -1.900
C -0.427 0.073 3.672
C 4.372 3.222 0.376
C 1.910 -3.397 3.032
C 1.150 -5.771 2.595
C -6.940 1.495 0.529
C 0.808 -4.295 2.506
C -4.258 5.788 -1.382
C 4.478 -0.894 -3.729
C -3.109 -2.858 0.128
C -0.261 -1.438 3.843
C -3.329 3.602 -0.515
H -3.703 -0.050 -3.265
H 3.082 0.731 2.369
H 2.573 -1.417 -4.685
H -2.273 -4.743 0.760
H 6.699 -1.651 2.602
H -5.875 3.909 -1.596
H -3.048 1.608 -3.277
H -4.053 -4.698 0.728
H 1.678 -2.347 2.863
H -0.480 4.387 2.836
H 3.483 -6.894 -1.006
H -3.158 -3.869 2.017
H 4.702 -4.479 -2.388
H -2.570 0.106 4.083
H 2.041 -5.987 2.004
H -1.118 0.841 -1.917
H -3.639 1.685 1.307
H 2.868 -3.603 2.554
H 4.917 5.351 0.532
H 3.879 -3.189 -1.500
H -0.107 -4.090 3.065
H -4.298 -1.654 1.445
H 2.005 -3.571 4.106
H 4.508 -4.577 -0.622
H -0.848 0.723 -4.399
H 0.328 -6.381 2.219
H -3.546 0.897 -1.756
H 2.251 -4.670 -2.686
H -7.878 2.699 -0.984
H 1.344 -6.044 3.634
H -1.966 1.490 3.142
H -4.926 7.665 -2.143
H 4.719 -0.559 3.943
H -5.187 5.630 -0.853
H -5.660 0.458 1.914
H 0.630 -2.506 -2.065
H -7.837 0.949 0.792
H 4.052 3.054 1.393
H 0.298 5.981 2.622
H -0.016 -0.639 -3.654
H -0.208 0.549 4.646
H 2.046 -7.061 -2.030
H 3.627 -6.726 -2.765
H -0.952 -1.839 4.593
H -1.164 4.501 -1.801
H -3.067 -3.107 -0.937
H -2.136 -0.084 2.366
H 5.183 -1.260 -4.464
H -0.566 -3.695 -1.504
H -0.896 6.565 -3.080
H -4.180 -1.012 -0.195
H -0.142 4.947 1.222
H 5.437 5.281 -2.054
H 5.875 -0.044 -2.235
H -2.784 8.182 -3.303
H -0.457 -1.925 2.883
H -1.601 -0.885 -4.422
H 0.762 -1.671 4.148
H -5.217 -2.413 0.128
```

LUMO energy   3.55 eV
Relative energy (zero: lowest compared OMol25 entry of this formula, charge and spin)   17.5 kcal per mole
Frontier orbital gap   3.7 eV
Net charge   -2
Highest occupied orbital energy   -0.0067 Ha

Mulliken population analysis, charges in e, atoms 1 to 2: number 1, Sc, carries -0.54; number 2, S, carries -0.10